[1]
Molecular formula: C4H11N2
Method: DFT, ωB97M-V/def2-TZVPD

The geometry in XYZ format:
```
17
Properties=species:S:1:pos:R:3:mulliken_charge:R:1
C -1.012 -1.284 0.905 -0.764
C -0.254 -1.392 -0.414 -0.538
C -0.401 0.763 0.561 -0.522
C 0.503 -0.075 -0.314 -0.041
N 0.187 1.579 1.506 -0.480
N 0.828 0.596 -1.672 -0.294
H -2.083 -1.348 0.885 0.305
H -0.518 -1.634 1.790 0.296
H 0.394 -2.266 -0.485 0.342
H -0.948 -1.401 -1.256 0.343
H -1.294 1.162 0.109 0.451
H 1.462 -0.213 0.190 0.321
H -0.457 2.102 2.081 0.268
H 0.927 1.154 2.051 0.216
H 0.836 1.618 -1.551 0.355
H 0.093 0.348 -2.346 0.378
H 1.736 0.290 -2.043 0.363
```

## Properties
* F_max: 3.598 eV/Å
* HOMO energy: -0.4318 Eh
* 2S+1: 1
* charge: +1
* energy above the lowest of the compared OMol25 structures with the same formula, charge and spin: 2.953 eV
* lowest unoccupied orbital energy: -3.56 eV

---

[2]
Molecular formula: C20H28BIrN9
Method: DFT, ωB97M-V/def2-TZVPD

The geometry in XYZ format:
```
59
Properties=species:S:1:pos:R:3:mulliken_charge:R:1
Ir -0.377 -0.369 -0.164 1.627
C -0.930 1.795 -3.027 -0.980
C -1.672 2.599 -1.951 1.250
C -2.241 3.891 -2.529 -1.902
C -0.732 2.875 -0.824 -0.245
C -0.186 4.085 -0.381 -0.815
C 0.689 3.740 0.630 -0.567
N 0.661 2.411 0.782 0.096
N -0.206 1.890 -0.091 -0.002
B 1.570 1.548 1.665 -0.003
N 2.374 0.607 0.733 0.334
C 3.702 0.480 0.630 -0.496
C 3.988 -0.493 -0.313 -0.911
C 2.747 -0.933 -0.769 0.120
N 1.789 -0.255 -0.120 -0.468
C 2.395 -1.962 -1.792 1.182
C 2.930 -3.335 -1.379 -1.541
C 2.927 -1.553 -3.167 -1.561
N 0.690 0.658 2.558 0.306
C 0.677 0.587 3.893 -0.155
C -0.137 -0.464 4.271 -1.333
C -0.599 -1.018 3.076 0.293
N -0.088 -0.311 2.061 -0.126
C -1.498 -2.197 2.879 0.259
C -2.924 -1.736 2.555 -1.195
C -0.951 -3.115 1.787 -0.974
H -1.613 1.509 -3.822 0.387
H -0.124 2.388 -3.454 0.388
H -0.499 0.885 -2.593 0.004
H -2.495 1.981 -1.570 0.026
H -1.447 4.499 -2.958 0.397
H -2.960 3.671 -3.314 0.421
H -2.742 4.468 -1.757 0.457
H -0.394 5.066 -0.752 0.492
H 1.319 4.350 1.246 0.507
H 2.294 2.226 2.302 -0.082
H 4.372 1.071 1.221 0.487
H 4.955 -0.831 -0.621 0.558
H 1.288 -2.005 -1.835 -0.229
H 4.017 -3.321 -1.334 0.345
H 2.544 -3.623 -0.403 0.328
H 2.628 -4.087 -2.103 0.450
H 4.014 -1.508 -3.156 0.348
H 2.623 -2.280 -3.914 0.449
H 2.542 -0.579 -3.458 0.352
H 1.243 1.273 4.488 0.506
H -0.364 -0.794 5.263 0.494
H -1.524 -2.753 3.823 0.370
H -2.933 -1.173 1.621 0.002
H -3.583 -2.598 2.458 0.433
H -3.306 -1.095 3.346 0.419
H -0.850 -2.559 0.839 -0.113
H 0.027 -3.507 2.056 0.353
H -1.629 -3.947 1.613 0.454
N -6.641 -1.489 -0.262 -0.411
C -5.584 -1.413 -0.714 0.445
N -4.427 -1.339 -1.259 -0.506
C -3.253 -1.076 -1.037 0.802
N -2.093 -0.833 -0.967 -0.527
```

## Properties
* F_max: 4.549 eV/Å
* HOMO energy (alpha / beta): -0.4524 / -0.4524 Eh
* 2S+1: 1
* charge: +1
* energy above the lowest of the compared OMol25 structures with the same formula, charge and spin: 1.153 eV
* lowest unoccupied orbital energy (alpha / beta): -5.90 / -5.89 eV

---

[3]
Molecular formula: C35H45N3OP2RhS
Method: DFT, ωB97M-V/def2-TZVPD

The geometry in XYZ format:
```
88
Properties=species:S:1:pos:R:3:mulliken_charge:R:1
Rh 0.260 0.495 -0.033 -0.912
C 3.018 0.671 -4.514 -1.713
C 1.721 0.886 -3.733 0.541
C 1.465 2.386 -3.596 -1.229
P 1.569 0.069 -2.012 2.112
C 3.380 -0.155 -1.499 0.408
C 3.730 1.025 -0.596 -1.492
C 3.539 -1.467 -0.745 -1.684
C 0.975 -1.584 -2.446 -0.942
C 1.456 -2.367 -3.499 -0.150
C 0.989 -3.652 -3.709 -0.894
C 0.044 -4.198 -2.847 -0.989
C -0.463 -3.442 -1.803 -0.458
C -0.037 -2.121 -1.592 0.190
N -0.475 -1.382 -0.557 0.267
C -1.454 -1.757 0.323 -1.240
C -2.743 -2.139 -0.062 0.199
C -3.677 -2.490 0.894 -1.032
C -3.336 -2.517 2.240 -0.806
C -2.068 -2.132 2.638 -0.356
C -1.128 -1.711 1.708 0.677
P 0.555 -1.054 2.019 1.629
C 1.332 -2.680 2.639 0.288
C 1.208 -3.703 1.513 -1.422
C 2.789 -2.490 3.042 -1.292
C 0.373 0.020 3.617 1.820
C 1.611 0.924 3.637 -1.347
C 0.306 -0.736 4.942 -2.173
H 2.895 1.052 -5.531 0.469
H 3.292 -0.379 -4.582 0.341
H 3.837 1.220 -4.051 0.353
H 0.889 0.442 -4.298 0.406
H 2.215 2.848 -2.955 0.203
H 0.488 2.567 -3.155 0.135
H 1.501 2.881 -4.569 0.516
H 4.029 -0.165 -2.378 0.666
H 2.924 1.174 0.130 0.038
H 3.839 1.943 -1.171 0.297
H 4.660 0.849 -0.055 0.507
H 2.829 -1.489 0.082 -0.134
H 4.549 -1.560 -0.343 0.673
H 3.344 -2.321 -1.391 0.277
H 2.214 -1.972 -4.160 0.153
H 1.375 -4.235 -4.535 0.403
H -0.283 -5.221 -2.982 0.378
H -1.181 -3.874 -1.120 0.370
H -3.006 -2.127 -1.111 0.592
H -4.679 -2.754 0.589 0.348
H -4.067 -2.806 2.981 0.406
H -1.823 -2.157 3.687 0.220
H 0.759 -3.041 3.501 0.563
H 1.643 -3.321 0.592 0.104
H 0.161 -3.925 1.316 0.221
H 1.715 -4.634 1.771 0.591
H 3.353 -2.035 2.231 0.099
H 3.248 -3.449 3.286 0.481
H 2.876 -1.845 3.912 0.294
H -0.527 1.411 2.480 -0.034
H 2.527 0.348 3.736 0.176
H 1.538 1.627 4.468 0.518
H 1.654 1.491 2.709 0.058
H 1.262 -1.219 5.132 0.409
H -0.461 -1.504 4.964 0.197
H 0.130 -0.037 5.759 0.570
O 0.800 2.430 1.008 0.040
N 0.593 3.554 0.324 -0.015
C 1.298 4.672 0.705 -0.334
C 1.214 5.831 -0.008 -0.734
C 0.388 5.907 -1.131 -0.333
C -0.390 4.782 -1.455 -0.656
C -0.292 3.617 -0.729 0.196
S -1.277 2.234 -1.048 -0.415
H 1.895 4.544 1.593 0.446
H 1.792 6.686 0.308 0.374
H 0.333 6.803 -1.725 0.403
H -1.089 4.817 -2.274 0.432
N -0.733 0.924 3.358 -0.108
C -2.086 0.690 3.494 0.229
C -2.943 1.064 2.450 -0.344
C -4.307 0.907 2.555 -0.676
C -4.861 0.359 3.702 -0.495
C -4.030 0.017 4.754 -0.819
C -2.664 0.202 4.669 -0.006
H -2.514 1.471 1.542 0.385
H -4.944 1.184 1.725 0.401
H -5.930 0.216 3.786 0.381
H -4.446 -0.406 5.660 0.381
H -2.052 -0.030 5.526 0.406
```

## Properties
* F_max: 2.693 eV/Å
* HOMO energy (alpha / beta): -0.0995 / -0.0964 Eh
* 2S+1: 1
* charge: -1
* energy above the lowest of the compared OMol25 structures with the same formula, charge and spin: 1.669 eV
* lowest unoccupied orbital energy (alpha / beta): 2.77 / 2.76 eV

---

[4]
Molecular formula: C23H25FeNO5
Method: DFT, ωB97M-V/def2-TZVPD

The geometry in XYZ format:
```
55
Properties=species:S:1:pos:R:3:lowdin_spin:R:1
O -2.219 0.296 2.840 -0.054
C -1.961 -0.531 2.100 -0.041
Fe -1.494 -1.857 0.875 2.074
C -3.308 -2.260 0.627 -0.046
O -4.403 -2.509 0.442 -0.057
C -1.190 -3.180 2.098 -0.057
O -0.957 -4.007 2.845 -0.059
C 0.623 -1.252 1.000 0.025
C 1.237 -2.591 0.650 -0.001
C 0.695 -3.252 -0.612 -0.001
C -0.808 -3.213 -0.747 0.021
C -1.466 -2.068 -1.188 0.011
C -1.024 -0.733 -0.884 0.139
C -0.134 -0.395 0.199 0.026
H 1.037 -0.807 1.911 0.000
H 2.323 -2.463 0.548 -0.001
H 1.107 -3.268 1.504 0.001
H 1.124 -2.758 -1.492 0.002
H 1.044 -4.291 -0.671 0.000
H -1.320 -4.171 -0.861 0.001
H -2.421 -2.179 -1.717 0.000
H -1.523 0.090 -1.399 0.013
H -0.162 0.657 0.506 0.000
C 2.606 2.138 1.762 0.005
C 3.313 1.418 0.632 0.005
N 4.642 1.997 0.353 0.046
C 4.734 3.043 -0.662 0.005
C 4.994 2.478 -2.043 0.003
C 5.802 1.639 1.056 0.116
C 5.703 0.646 2.064 0.507
C 6.759 0.118 2.835 0.240
C 6.463 -0.969 3.812 0.121
C 5.196 -1.523 3.972 0.090
C 4.972 -2.532 4.880 0.028
C 6.011 -3.015 5.647 0.146
C 7.276 -2.484 5.503 0.028
C 7.499 -1.471 4.593 0.090
O 7.923 0.505 2.738 0.367
O 6.857 2.200 0.762 0.140
H 1.626 1.704 1.975 0.001
H 3.191 2.107 2.683 0.003
H 2.458 3.193 1.523 0.001
H 3.418 0.349 0.836 0.002
H 2.721 1.467 -0.289 0.002
H 3.813 3.635 -0.638 0.001
H 5.543 3.720 -0.364 0.000
H 4.955 3.252 -2.814 0.001
H 5.977 2.004 -2.089 0.000
H 4.258 1.714 -2.302 0.000
H 4.725 0.264 2.254 0.028
H 4.371 -1.169 3.382 0.007
H 3.983 -2.946 4.990 -0.002
H 5.832 -3.806 6.357 0.014
H 8.089 -2.865 6.102 -0.002
H 8.484 -1.052 4.471 0.010
```

## Properties
* F_max: 4.468 eV/Å
* HOMO energy (alpha / beta): 0.0516 / -0.0639 Eh
* 2S+1: 5
* charge: -2
* lowest unoccupied orbital energy (alpha / beta): 4.77 / 3.94 eV

---

[5]
Molecular formula: C14H8N2O5V
Method: DFT, ωB97M-V/def2-TZVPD

The geometry in XYZ format:
```
30
Properties=species:S:1:pos:R:3:lowdin_spin:R:1
V 0.413 0.894 0.000 1.851
O 4.551 5.337 0.002 0.002
C 3.732 4.478 0.001 0.000
C 2.184 4.680 -0.001 0.000
O 1.589 5.714 0.000 0.006
C 1.662 3.293 -0.001 0.009
C 2.657 2.376 -0.001 0.002
O 2.228 1.070 0.000 0.037
C 4.011 2.940 -0.001 -0.001
O 5.073 2.391 0.000 0.002
O 0.401 2.832 0.000 0.035
N -1.745 0.874 0.000 0.012
C -2.155 -0.537 0.000 -0.001
C -3.469 -0.905 0.000 0.002
C -3.835 -2.267 0.000 -0.002
C -2.876 -3.236 0.000 0.002
C -1.505 -2.882 0.000 0.000
C -0.466 -3.842 0.000 0.017
C 0.841 -3.446 0.000 -0.001
C 1.130 -2.075 0.000 0.014
N 0.184 -1.151 0.000 0.001
C -1.142 -1.525 0.000 0.007
H -2.141 1.354 0.808 0.003
H -2.141 1.354 -0.808 0.003
H -4.240 -0.144 0.000 0.000
H -4.883 -2.534 0.000 0.000
H -3.146 -4.284 0.000 0.000
H -0.720 -4.894 0.000 0.001
H 1.655 -4.156 0.000 0.000
H 2.150 -1.708 0.000 0.000
```

## Properties
* F_max: 1.403 eV/Å
* HOMO energy (alpha / beta): -0.4227 / -0.4225 Eh
* 2S+1: 3
* charge: +1
* energy above the lowest of the compared OMol25 structures with the same formula, charge and spin: 0.853 eV
* lowest unoccupied orbital energy (alpha / beta): -5.62 / -5.15 eV

---

- Which value of 2S+1 does entry 1 give?
  1

---

- Number 4 is which compound?
  C23H25FeNO5

---

- Which formula does entry 2 have?
  C20H28BIrN9